Entry 1:
The following is a quantum chemistry calculation of a cluster of 5 separate species, C33H34F9N8O9S in total at a distorted geometry, from OMol25.

Results
E_tot, eV: -100392.9484
Charge: +1
Largest force on an atom, eV/A: 2.32
Kohn-Sham gap, eV: 8.5213
E_HOMO, eV: -11.84

Geometry (Å):
N  3.77857  -0.51484  1.99236
C  3.80527  0.76956  1.32126
N  2.42266  1.39950  1.37989
F  1.74029  0.91051  2.46532
C  1.67667  1.20411  0.27400
N  2.12741  1.63366  -0.85474
N  0.42880  0.58512  0.41698
S  -0.67711  1.83983  -0.21382
C  0.32150  -0.61025  -0.46384
C  1.05150  -1.81057  0.13011
O  0.69694  -2.90162  -0.69786
C  1.77372  -3.71432  -1.05125
C  2.63084  -3.13315  -2.18315
F  1.93900  -2.33190  -2.94750
F  3.07352  -4.16651  -2.88952
C  3.90128  -2.35078  -1.73126
F  4.32893  -2.69986  -0.52659
F  3.60311  -1.03351  -1.71011
C  5.09691  -2.47569  -2.69306
F  5.70933  -3.62201  -2.52301
F  4.69573  -2.33882  -3.92861
C  6.14420  -1.33894  -2.39939
F  5.88117  -0.30302  -3.18513
F  7.34919  -1.76280  -2.69608
H  3.99274  -0.38397  2.97125
H  4.48832  -1.10560  1.57679
H  4.45976  1.44488  1.85992
H  4.11359  0.66435  0.29399
H  2.84977  2.34705  -0.85345
H  1.77546  1.34199  -1.75646
H  -1.89393  1.26620  -0.31379
H  -0.71079  -0.90373  -0.55598
H  0.72057  -0.46062  -1.46947
H  2.12104  -1.64667  0.18249
H  0.65816  -1.98656  1.12534
H  1.35052  -4.62422  -1.45803
H  2.37219  -4.02756  -0.21059
H  6.06483  -1.01294  -1.36536
C  1.45416  -9.90617  0.33745
C  2.03678  -8.79220  -0.25197
C  1.75052  -7.52536  0.22745
C  0.88334  -7.39121  1.29804
C  0.29048  -8.49093  1.89175
C  0.57976  -9.75486  1.40497
N  0.59117  -6.05180  1.82755
O  1.10894  -5.09070  1.27352
O  -0.14655  -5.96993  2.78611
H  1.68349  -10.89551  -0.03584
H  2.71691  -8.91204  -1.08403
H  2.20553  -6.66067  -0.23198
H  -0.38778  -8.37404  2.72408
H  0.12532  -10.62353  1.86069
C  -7.14047  -0.71630  0.65942
C  -6.91644  0.32159  -0.23563
C  -5.76447  0.33868  -1.00342
C  -4.85085  -0.69214  -0.86461
C  -5.05629  -1.73038  0.02727
C  -6.20991  -1.73826  0.79307
N  -3.63789  -0.68896  -1.69213
O  -3.46924  0.25000  -2.45161
O  -2.86163  -1.62067  -1.56966
H  -8.04438  -0.72941  1.25404
H  -7.64236  1.11645  -0.33703
H  -5.59051  1.14571  -1.70020
H  -4.33391  -2.52707  0.12885
H  -6.38584  -2.54376  1.49240
C  -0.44239  6.35124  4.03766
C  -0.71127  5.29405  3.17706
C  0.21607  4.94696  2.21143
C  1.40011  5.65070  2.12221
C  1.68221  6.71046  2.96532
C  0.74945  7.06031  3.92833
N  2.38510  5.23649  1.11090
O  2.09170  4.29106  0.38110
O  3.43742  5.83210  1.05958
H  -1.16401  6.62456  4.79620
H  -1.63957  4.74551  3.25655
H  0.03690  4.13977  1.52781
H  2.61038  7.25726  2.88425
H  0.95297  7.88409  4.59830
C  -4.27387  6.46051  -3.27086
C  -4.76768  7.07480  -2.12790
C  -4.49362  6.54150  -0.87956
C  -3.72132  5.39672  -0.79403
C  -3.22698  4.76892  -1.92478
C  -3.50790  5.30673  -3.16924
N  -3.41265  4.84316  0.53125
O  -3.87666  5.40193  1.50293
O  -2.70063  3.84894  0.58641
H  -4.48599  6.88266  -4.24430
H  -5.36509  7.97215  -2.20971
H  -4.87832  7.01954  0.00931
H  -2.62899  3.87272  -1.84818
H  -3.12709  4.82814  -4.06095

Force components x, y, z for each atom (eV/Å):
0.1 0.4 -0.7
0.3 -0.1 1.9
0.1 -1.1 -0.6
0.4 0.5 0.4
-0.9 -0.5 0.8
1.1 0.7 -0.8
-1.0 -0.1 -1.3
-0.1 1.1 -0.2
0.9 -0.8 0.2
-0.9 0.2 0.1
0.4 0.2 0.0
-0.5 -0.1 -0.4
0.7 -0.3 2.2
-1.1 1.0 -1.3
0.5 -1.2 -0.9
0.0 -0.2 -1.5
0.1 -0.3 1.2
-0.3 0.9 0.4
0.7 1.5 1.1
0.4 -1.5 0.2
-0.7 -0.1 -1.7
-1.3 -0.4 0.5
-0.4 1.1 -0.6
1.3 -0.6 0.0
0.0 -0.2 0.1
-0.1 -0.2 0.1
0.1 0.4 -0.3
-0.2 0.1 -0.3
0.0 -0.1 0.0
-0.5 0.1 0.2
0.4 -0.6 0.5
-0.4 0.2 0.0
-0.2 0.3 -0.2
0.3 0.0 0.1
0.2 -0.1 0.4
-0.2 -0.2 -0.2
0.3 0.2 0.3
0.4 0.0 0.3
0.0 0.0 0.0
-0.1 -0.1 0.1
0.1 0.1 -0.1
0.1 -0.2 -0.1
-0.2 -0.1 0.2
0.1 0.0 -0.1
0.0 0.2 0.1
-0.2 -0.4 0.3
0.1 0.0 -0.1
0.0 0.0 0.0
0.0 0.0 0.0
0.0 0.1 0.1
0.0 0.1 0.0
0.0 0.0 0.0
0.0 0.0 0.0
0.0 -0.1 0.1
-0.1 0.2 -0.1
-0.2 0.0 0.1
0.1 -0.2 0.1
-0.1 0.1 0.0
0.1 0.0 -0.1
0.1 -0.1 0.2
0.0 0.2 0.0
0.0 0.0 0.0
0.0 0.0 0.0
0.1 -0.1 0.0
0.1 0.1 -0.1
0.0 0.0 0.0
0.1 0.0 0.0
0.0 0.1 0.1
-0.1 -0.1 -0.1
-0.1 0.0 0.1
0.2 0.2 0.1
-0.1 -0.1 0.0
0.0 0.0 0.1
0.2 0.1 0.1
-0.1 -0.2 -0.1
0.0 0.0 0.0
0.0 0.0 -0.1
-0.2 -0.2 -0.1
0.0 -0.1 -0.1
0.0 0.0 0.0
0.0 0.0 0.0
0.1 -0.1 -0.1
-0.1 0.2 0.1
0.0 0.1 -0.2
0.1 -0.2 -0.1
-0.1 0.1 0.0
0.0 -0.1 0.1
0.1 -0.1 -0.1
-0.2 0.2 0.0
0.0 0.0 0.0
0.0 0.0 0.0
0.1 -0.1 0.1
0.0 0.0 0.1
0.0 0.0 0.0

Entry 2:
The following is a quantum chemistry calculation of a structure of composition C33H35AsBaN2OSi at a distorted geometry, from OMol25.

Results
E_tot, eV: -109228.0869
Charge: 0
Largest force on an atom, eV/A: 1.49
Kohn-Sham gap, eV: 6.8079
E_HOMO, eV: -6.76

Geometry (Å):
Ba  -0.19654  0.02649  0.59628
C  3.80777  -0.25662  -0.97095
C  3.69173  -0.03382  0.51583
C  4.80200  0.30527  1.25943
C  4.62458  0.53124  2.62609
C  3.38062  0.41672  3.19197
C  2.26727  0.04663  2.38856
N  2.47089  -0.17757  1.05245
N  0.98728  -0.08091  2.83720
Si  0.47867  -0.37181  4.43498
C  0.63228  1.08503  5.58932
C  1.36856  -1.82004  5.20709
C  -1.34614  -0.78232  4.31831
H  4.51253  -1.06037  -1.19332
H  4.16513  0.64653  -1.46925
H  2.83995  -0.52009  -1.39511
H  5.77148  0.40274  0.78767
H  5.47161  0.81118  3.24228
H  3.22665  0.61987  4.24493
H  1.67363  1.28430  5.86029
H  0.07548  0.90710  6.51576
H  0.23253  1.98977  5.11925
H  2.45230  -1.66388  5.20366
H  1.16319  -2.73916  4.64781
H  1.05278  -1.97381  6.24476
H  -1.91174  0.05241  3.88485
H  -1.77398  -0.99006  5.30524
H  -1.51168  -1.66625  3.69157
O  -2.59366  -0.04794  0.38305
As  -3.54824  0.75316  -0.73090
C  -3.51228  2.63385  -0.46636
C  -3.03918  3.11249  0.74887
C  -2.96553  4.48125  0.95518
C  -3.35932  5.35573  -0.04882
C  -3.84082  4.86975  -1.25839
C  -3.92072  3.50288  -1.47165
C  -5.35289  0.14860  -0.57339
C  -6.26081  0.28817  -1.61546
C  -7.57423  -0.12516  -1.43552
C  -7.96894  -0.67116  -0.21969
C  -7.05537  -0.80978  0.81837
C  -5.74035  -0.40130  0.64417
C  -2.94998  0.37834  -2.50427
C  -3.33388  -0.81724  -3.11126
C  -2.79938  -1.15673  -4.34565
C  -1.88251  -0.30953  -4.96276
C  -1.49680  0.87571  -4.35071
C  -2.02924  1.22555  -3.11677
H  -2.69643  2.42650  1.51191
H  -2.56876  4.86266  1.88660
H  -3.27609  6.42384  0.10595
H  -4.13795  5.55519  -2.04168
H  -4.27768  3.12604  -2.42243
H  -5.95044  0.70993  -2.56431
H  -8.28720  -0.02359  -2.24336
H  -8.99348  -0.99350  -0.08214
H  -7.36540  -1.23944  1.76239
H  -5.01385  -0.52108  1.43752
H  -4.04297  -1.47656  -2.62678
H  -3.09403  -2.08185  -4.82465
H  -1.46521  -0.57839  -5.92538
H  -0.77725  1.52912  -4.82849
H  -1.71554  2.14051  -2.62918
C  0.94647  5.39232  -0.35546
C  0.74785  4.81257  0.89330
C  0.36773  3.47246  0.98768
C  0.16301  2.63450  -0.13096
C  0.41187  3.26960  -1.36625
C  0.78339  4.60927  -1.49333
H  1.24117  6.43190  -0.44030
H  0.89600  5.40303  1.79228
H  0.23062  3.07370  1.99751
H  0.33485  2.69876  -2.29569
H  0.95568  5.04053  -2.47515

Force components x, y, z for each atom (eV/Å):
0.9 -0.1 -0.2
0.0 0.0 0.0
-0.3 0.0 0.0
0.1 0.0 0.1
0.0 0.0 0.0
-0.1 0.0 0.0
-0.2 0.0 0.1
0.4 0.0 0.2
0.9 -0.1 0.0
0.0 0.0 -0.1
0.0 0.3 0.2
0.1 -0.2 0.1
-0.2 0.0 0.0
0.0 0.0 0.0
0.0 0.0 0.0
0.0 0.0 0.0
0.0 0.0 0.0
0.0 0.0 0.0
0.0 0.0 -0.1
-0.1 0.0 0.0
0.1 0.0 0.0
0.0 0.0 0.1
-0.1 0.0 0.0
0.0 0.1 0.1
0.0 0.0 -0.1
0.0 -0.1 0.0
0.0 0.0 -0.1
0.0 0.1 0.0
-1.5 0.2 -0.3
0.0 -0.1 0.2
0.1 0.1 0.1
0.0 0.1 -0.1
0.0 0.0 -0.1
0.0 -0.1 0.0
0.0 0.0 0.0
0.0 0.1 0.1
0.0 -0.1 0.1
-0.1 0.0 0.0
0.0 0.0 0.0
0.0 0.0 0.0
0.0 0.0 -0.1
-0.1 0.0 -0.1
0.0 -0.1 -0.1
0.1 0.1 -0.1
0.1 0.1 0.0
-0.1 0.0 0.0
0.0 0.0 0.0
-0.1 -0.1 0.0
0.0 0.0 0.0
0.0 0.0 0.0
0.0 0.0 0.0
0.0 0.0 0.0
0.0 0.0 0.0
0.0 0.0 0.0
0.0 0.0 0.0
0.0 0.0 0.0
0.0 0.0 0.0
0.0 0.0 0.0
0.0 0.0 0.0
0.0 0.0 0.0
0.0 0.0 0.0
0.0 0.0 0.0
0.0 0.0 0.0
0.0 -0.1 0.0
0.0 -0.1 -0.1
0.0 0.0 -0.2
0.1 0.4 -0.2
0.0 0.1 0.1
0.0 -0.1 0.1
0.0 0.0 0.0
0.0 0.0 0.0
0.0 0.0 0.0
0.0 0.0 0.1
0.0 0.0 0.0